[1]
Molecular formula: C27H55ClN11V
Method: DFT, ωB97M-V/def2-TZVPD

Last column: Mulliken spin population.
Geometry (Å):
V 0.15851 -0.41715 0.41460  0.924
C 2.50624 -1.76290 -1.60507  0.014
N 3.38543 -0.99176 -0.75306  0.003
C 4.25145 -0.05808 -1.45301  0.000
C 3.24273 -0.95651 0.59762  0.028
N 2.06346 -1.11370 1.15469  -0.051
C 2.00877 -1.53079 2.55456  0.009
C 0.72407 -2.30636 2.77176  0.024
N -0.41897 -1.50298 2.30107  -0.026
C -0.81541 -0.51772 3.32538  0.016
C -1.46228 0.69942 2.69216  0.005
N -0.55002 1.21351 1.68054  -0.011
C -0.37087 2.51166 1.58499  0.014
N -1.25465 3.45245 2.02895  0.001
C -2.69875 3.30921 1.93925  -0.001
C -0.81186 4.73074 2.55953  0.000
N 0.78521 3.00270 1.05404  0.000
C 2.02540 2.26711 1.15123  0.006
C 0.77961 4.08735 0.08748  0.001
C -1.57263 -2.33851 1.93260  0.001
C -1.28364 -3.10987 0.66623  0.006
N -0.84987 -2.17892 -0.38677  0.029
C -0.76646 -2.70284 -1.59840  0.013
N -0.99683 -1.96736 -2.70942  0.001
C -0.20464 -2.11888 -3.91638  0.000
C -2.05045 -0.97243 -2.78515  0.010
N -0.49832 -4.02891 -1.81394  0.002
C 0.46560 -4.79110 -1.04332  0.001
C -1.07640 -4.75658 -2.93276  0.000
N 4.40195 -0.77219 1.30150  0.003
C 4.49280 0.05501 2.48972  0.000
C 5.67529 -1.29061 0.82970  0.000
H 3.11156 -2.32927 -2.31981  0.000
H 1.81446 -1.11834 -2.14983  -0.005
H 1.93885 -2.45392 -0.99090  0.004
H 3.64654 0.52918 -2.14752  0.000
H 5.03157 -0.57859 -2.01455  0.000
H 4.71858 0.62501 -0.74815  0.000
H 2.00843 -0.66354 3.22375  -0.004
H 2.86767 -2.14749 2.83658  0.001
H 0.60532 -2.58024 3.82734  0.001
H 0.76813 -3.23007 2.19671  -0.005
H 0.08196 -0.19223 3.85201  0.000
H -1.48147 -0.98269 4.06308  0.000
H -1.66161 1.43214 3.47851  0.001
H -2.42777 0.43461 2.24919  -0.006
H -2.95455 2.44001 1.34329  0.000
H -3.10860 4.18775 1.43445  0.000
H -3.15521 3.24300 2.93063  0.000
H 0.25499 4.70892 2.76073  0.000
H -1.34173 4.92542 3.49430  0.000
H -1.02796 5.55397 1.87307  0.000
H 1.93939 1.54780 1.96268  0.010
H 2.83557 2.96696 1.37628  0.000
H 2.26507 1.73784 0.22439  -0.004
H -0.22775 4.47563 -0.03636  0.000
H 1.12009 3.70803 -0.87916  -0.001
H 1.43812 4.89936 0.40642  0.000
H -2.41952 -1.67121 1.76962  -0.008
H -1.83675 -3.02816 2.74630  0.000
H -2.18236 -3.65052 0.35375  0.000
H -0.53884 -3.87363 0.89237  0.002
H 0.62847 -2.79539 -3.74144  0.000
H 0.19692 -1.14205 -4.19505  0.001
H -0.80476 -2.49776 -4.74783  0.000
H -2.73281 -1.11397 -1.95222  0.000
H -2.60135 -1.12887 -3.71629  0.000
H -1.65945 0.04266 -2.77428  -0.004
H 1.00453 -4.14904 -0.35315  -0.001
H 1.19284 -5.24280 -1.72325  0.000
H -0.01630 -5.59258 -0.47697  0.000
H -1.90974 -4.19946 -3.35131  0.000
H -1.44838 -5.71674 -2.57085  0.000
H -0.34510 -4.95124 -3.72204  0.000
H 3.55852 0.57386 2.66863  0.001
H 5.27203 0.80782 2.34470  0.000
H 4.74896 -0.53383 3.37415  0.000
H 5.51407 -2.02417 0.04498  0.000
H 6.18653 -1.77773 1.66238  0.000
H 6.32722 -0.49984 0.44799  0.000
N -2.98670 1.26235 -0.51289  -0.004
C -3.56574 2.17574 -1.40564  -0.002
C -2.77148 3.15157 -2.00729  -0.001
C -3.34676 4.10152 -2.83671  0.000
C -4.71323 4.09436 -3.08101  0.000
C -5.50101 3.11914 -2.48590  0.000
C -4.93652 2.16589 -1.65247  0.000
H -1.99045 1.15219 -0.65922  -0.007
H -3.45891 0.37355 -0.46005  -0.001
H -1.70062 3.14504 -1.83188  0.001
H -2.71848 4.85071 -3.30176  0.000
H -5.15780 4.83651 -3.72962  0.000
H -6.56777 3.09924 -2.66849  0.000
H -5.56124 1.41427 -1.18252  0.000
Cl 0.49780 0.94034 -1.53215  0.007

Cartesian forces (eV/Å) of the 2 atoms listed first:
0.154 0.027 -0.008
0.011 -0.024 -0.032

Results
- E (hartree) = -3068.19261
- spin multiplicity = 2
- LUMO energy (alpha / beta) (eV) = -1.7 / -1.7
- HOMO level (alpha / beta) (eV) = -8.8 / -8.2
- charge = +1

---

[2]
Molecular formula: C46H41ClFeN4OP2S2
Method: DFT, ωB97M-V/def2-TZVPD

Last column: Mulliken spin population.
Geometry (Å):
Fe 1.67370 -0.86672 1.12960  3.738
O 0.00686 4.07741 1.01278  0.000
S -0.52615 2.84638 0.36137  0.010
C -2.22067 3.31306 -0.08948  -0.002
C -2.61152 4.61240 0.20129  0.000
C -3.90951 5.00967 -0.08150  0.000
C -4.80802 4.10796 -0.63937  0.000
C -4.40997 2.80659 -0.90131  0.000
C -3.11217 2.38847 -0.61746  0.001
P -2.51242 0.68608 -0.93550  0.006
C -3.27904 0.38934 -2.56993  -0.001
C -2.58205 0.92908 -3.65167  0.000
C -3.07618 0.81253 -4.94084  0.000
C -4.26639 0.13398 -5.16826  0.000
C -4.96121 -0.41391 -4.09969  0.000
C -4.47474 -0.28170 -2.80524  0.000
C -3.54774 -0.28415 0.21911  0.000
C -4.13626 0.27375 1.35099  0.000
C -4.85684 -0.51782 2.23651  0.000
C -5.00590 -1.87524 2.00011  0.000
C -4.40915 -2.44625 0.88299  0.000
C -3.67571 -1.65950 0.00965  0.000
C 0.20206 2.90240 -1.30000  0.000
C 0.08559 4.13015 -1.94207  0.000
C 0.79533 4.39469 -3.09718  0.000
C 1.67136 3.43664 -3.58674  0.001
C 1.79136 2.21817 -2.94289  0.006
C 1.03643 1.90228 -1.80769  -0.001
P 1.15162 0.16968 -1.15760  -0.057
C 2.91649 -0.20576 -1.49864  -0.027
C 3.88336 0.64049 -0.95003  0.046
C 5.22733 0.33038 -1.05826  -0.009
C 5.62384 -0.83268 -1.70520  0.011
C 4.67086 -1.67985 -2.24722  -0.011
C 3.32176 -1.36869 -2.14670  0.011
C 0.30619 -0.80599 -2.47066  0.004
C -0.56130 -1.81240 -2.05667  0.005
C -1.16825 -2.65710 -2.97777  -0.003
C -0.93189 -2.49066 -4.33264  0.000
C -0.08173 -1.47967 -4.76057  0.001
C 0.53526 -0.65007 -3.83775  0.000
H -1.89156 5.28283 0.65275  0.000
H -4.22068 6.02392 0.13362  0.000
H -5.82101 4.41699 -0.86303  0.000
H -5.11404 2.10327 -1.33062  0.000
H -1.64295 1.44614 -3.47893  0.000
H -2.52533 1.24032 -5.76888  0.000
H -4.65070 0.03230 -6.17514  0.000
H -5.89165 -0.94077 -4.27049  0.000
H -5.03235 -0.70694 -1.98005  0.000
H -4.03526 1.33383 1.54770  0.000
H -5.30648 -0.06649 3.11189  0.000
H -5.57929 -2.48764 2.68437  0.000
H -4.51306 -3.50744 0.69296  0.000
H -3.21450 -2.11335 -0.85901  0.000
H -0.54315 4.89631 -1.50642  0.000
H 0.69173 5.35200 -3.59100  0.000
H 2.27307 3.64058 -4.46315  0.000
H 2.51027 1.50073 -3.31488  0.001
H 3.58024 1.54180 -0.42880  0.002
H 5.96573 0.98911 -0.62035  0.000
H 6.67469 -1.08104 -1.77801  0.001
H 4.97464 -2.59090 -2.74662  0.000
H 2.58654 -2.04236 -2.56964  0.004
H -0.76072 -1.93066 -0.99980  0.001
H -1.83022 -3.44288 -2.63476  0.000
H -1.41063 -3.14053 -5.05399  0.000
H 0.10704 -1.34005 -5.81747  0.000
H 1.20340 0.11996 -4.19604  0.001
C -0.66394 2.48023 5.82893  0.001
C -0.74234 2.90268 4.36702  -0.001
N 0.47625 2.61594 3.63092  0.001
C 0.72294 1.43947 3.02525  0.001
S 2.11261 1.38111 1.99078  0.079
N -0.13619 0.46616 3.29943  -0.027
N 0.08807 -0.66466 2.59250  0.017
C -0.62770 -1.69523 2.87229  0.034
C -1.63202 -1.73290 3.97702  0.002
C -0.36649 -2.89649 2.04694  0.025
C -0.85610 -4.15221 2.39280  0.008
C -0.53066 -5.24073 1.60221  0.000
C 0.27230 -5.05618 0.48831  0.001
C 0.71503 -3.77440 0.21186  0.009
N 0.39186 -2.72237 0.95706  -0.018
H -1.65298 2.50614 6.29037  0.000
H -0.28233 1.46195 5.89643  0.000
H -0.00339 3.13638 6.39676  0.000
H -1.57388 2.39057 3.87912  0.001
H -0.91338 3.97647 4.28004  0.000
H 1.03255 3.38609 3.30055  0.000
H -1.97232 -0.72268 4.18801  0.001
H -2.48404 -2.35964 3.71971  0.001
H -1.17624 -2.12988 4.88906  0.001
H -1.45973 -4.27268 3.28041  0.001
H -0.89109 -6.22783 1.86204  0.000
H 0.56179 -5.88048 -0.14761  0.000
H 1.35446 -3.57573 -0.64006  0.000
Cl 3.44964 -2.08347 1.50473  0.124

Cartesian forces (eV/Å) of the 2 atoms listed first:
-0.785 0.568 0.302
-0.049 -0.091 0.001

Results
- energy above the lowest of the compared OMol25 structures with the same formula, charge and spin (eV) = 0.000
- E (hartree) = -5274.84171
- spin multiplicity = 5
- LUMO energy (alpha / beta) (eV) = 0.1 / -0.1
- HOMO level (alpha / beta) (eV) = -7.4 / -7.3

---

[3]
Molecular formula: C5H7NO
Method: DFT, ωB97M-V/def2-TZVPD

Last column: Mulliken charge in e.
Geometry (Å):
H 0.91471 2.18364 -0.75729  0.269
N -0.00724 1.96522 -0.35773  -0.685
C -0.00725 0.74650 0.04811  0.811
C -0.99857 0.06372 0.87819  -0.231
C -2.26417 0.40200 1.07965  -0.714
C 1.21613 -0.18800 0.06383  0.325
C 1.22263 -1.19374 -1.06367  -0.928
O 2.23556 0.18376 0.64432  -0.531
H -0.42071 -0.95268 1.12833  0.161
H -2.65225 1.33214 0.66830  0.310
H -2.93283 -0.21827 1.66690  0.286
H 0.35549 -1.85211 -0.97560  0.334
H 2.13024 -1.79864 -0.99944  0.316
H 1.20826 -0.67357 -2.02392  0.277

Cartesian forces (eV/Å) of the 2 atoms listed first:
-0.298 0.011 0.010
0.130 -1.424 0.098

Results
- energy above the lowest of the compared OMol25 structures with the same formula, charge and spin (eV) = 2.373
- E (hartree) = -324.63726
- LUMO energy (eV) = 0.1
- HOMO level (eV) = -9.5
- SMILES string = [H]/N=C(/C=C)C(C)=O

---

[4]
Molecular formula: C6H16O2
Method: DFT, ωB97M-V/def2-TZVPD

Last column: Mulliken charge in e.
Geometry (Å):
C -1.80669 0.23374 1.38310  -1.473
C -1.13648 -0.75396 0.43491  0.842
C -2.15736 -1.61119 -0.37354  -1.460
C -0.15035 -0.02523 -0.49697  -0.578
C 0.97464 -0.89418 -1.08942  -1.032
C 2.02310 -1.29145 -0.06472  -0.286
O 3.03294 -0.30649 0.14356  -0.543
H -2.68868 -0.16241 1.88983  0.405
H -2.13604 1.09548 0.79857  0.237
H -1.09629 0.59244 2.12758  0.375
H -0.58167 -1.50027 1.00332  0.087
H -2.37843 -1.14676 -1.33833  0.311
H -3.06969 -1.85580 0.17146  0.398
H -1.65288 -2.53986 -0.60518  0.359
H 0.34672 0.58345 0.27341  0.192
H -0.69704 0.62362 -1.18493  0.559
H 0.48700 -1.81112 -1.41431  0.361
H 1.35005 -0.39430 -1.97745  0.365
H 1.53301 -1.45693 0.89685  0.226
H 2.52201 -2.19578 -0.40361  0.334
H 2.75853 0.57412 -0.14855  0.313
O -0.40546 3.94701 -0.03696  -0.649
H -0.85873 3.56753 0.72536  0.328
H -0.25372 3.16877 -0.59055  0.332

Cartesian forces (eV/Å) of the 2 atoms listed first:
0.049 0.154 -0.316
-1.005 -0.957 -0.770

Results
- energy above the lowest of the compared OMol25 structures with the same formula, charge and spin (eV) = 0.552
- E (hartree) = -388.66045
- LUMO energy (eV) = 0.7
- HOMO level (eV) = -10.3
- SMILES string = CC(C)CCCO.O

---

Number 1: largest force on an atom 0.2 eV Å⁻¹. Number 2: largest force on an atom 1.0 eV Å⁻¹. Number 3: largest force on an atom 4.3 eV Å⁻¹. Number 4: largest force on an atom 2.1 eV Å⁻¹.